{
  "formula": "C21H31N5O6STl",
  "method": "wB97M-V/def2-TZVPD",
  "elements": ["O", "H", "Tl", "N", "N", "N", "N", "O", "O", "O", "O", "C", "C", "C", "C", "C", "H", "H", "H", "C", "H", "H", "H", "C", "C", "H", "H", "H", "H", "H", "H", "H", "H", "C", "H", "H", "H", "O", "H", "H", "N", "S", "C", "C", "C", "C", "C", "C", "C", "C", "C", "C", "C", "C", "H", "H", "H", "H", "H", "H", "H", "H", "H", "H", "H"],
  "xyz": [[1.74, -1.49, -3.48], [1.53, -0.53, -3.76], [-0.21, -0.27, -1.70], [-0.47, 2.02, -0.51], [1.61, 1.80, -2.38], [-1.71, -0.99, -0.19], [-0.63, -2.56, -1.96], [-1.41, 2.16, 0.36], [-2.21, -0.26, 0.86], [-0.27, -3.11, -3.07], [2.74, 1.53, -2.86], [1.52, 2.90, -1.54], [0.44, 3.02, -0.60], [-2.26, -2.22, -0.30], [-1.75, -3.04, -1.35], [0.40, 4.20, 0.32], [1.23, 4.13, 1.04], [-0.55, 4.18, 0.87], [0.48, 5.14, -0.25], [2.56, 3.97, -1.63], [3.23, 3.76, -2.47], [3.16, 4.04, -0.70], [2.07, 4.95, -1.77], [-3.20, -2.76, 0.70], [-2.27, -4.37, -1.71], [-3.75, -1.95, 1.18], [-2.63, -3.30, 1.48], [-3.90, -3.47, 0.25], [-2.05, -4.62, -2.76], [-3.36, -4.39, -1.56], [-1.83, -5.15, -1.07], [-1.94, 0.71, 0.65], [0.71, -1.93, -3.52], [-1.71, 0.95, -2.62], [-1.61, 2.03, -2.36], [-2.63, 0.40, -2.55], [-1.02, 0.62, -3.44], [-3.18, 3.77, -1.15], [-4.14, 3.69, -1.11], [-2.83, 3.19, -0.43], [1.68, -0.08, -0.73], [2.39, -0.63, 0.59], [1.39, -2.02, 1.12], [0.98, -2.14, 2.46], [0.17, -3.19, 2.84], [-0.17, -4.19, 1.93], [0.35, -4.14, 0.64], [1.12, -3.06, 0.23], [1.96, 0.66, 1.79], [0.64, 0.92, 2.08], [0.32, 1.92, 3.00], [1.36, 2.68, 3.58], [2.70, 2.42, 3.24], [3.01, 1.42, 2.33], [2.35, 0.34, -1.41], [1.34, -1.41, 3.19], [-0.20, -3.25, 3.87], [-0.82, -5.02, 2.22], [0.18, -4.97, -0.06], [1.54, -3.02, -0.77], [-0.14, 0.29, 1.65], [-0.72, 2.10, 3.27], [1.12, 3.46, 4.30], [3.50, 3.00, 3.70], [4.02, 1.17, 2.03]],
  "mulliken_charge": [-0.619, 0.300, 1.851, 0.889, 0.223, 0.393, 0.598, -0.950, -0.709, -0.837, -0.431, 0.549, 0.169, 0.171, 0.218, -1.866, 0.280, 0.329, 0.554, -1.336, 0.403, 0.308, 0.360, -1.510, -1.358, 0.386, 0.158, 0.436, 0.385, 0.424, 0.209, 0.338, 0.448, -1.457, 0.384, 0.446, 0.407, -0.614, 0.316, 0.355, -0.287, -0.085, 0.376, -0.576, -0.427, -1.028, -0.167, -0.488, 0.894, -0.423, -0.840, -0.673, -0.665, -0.632, 0.307, 0.511, 0.431, 0.398, 0.707, 0.401, 0.893, 0.487, 0.406, 0.421, 0.460],
  "largest_force_ev_per_a": 4.6,
  "e_above_lowest_ev": 3.901,
  "homo_ev": [-10.48, -10.48],
  "homo_lumo_gap_ha": [0.1430, 0.1406],
  "total_charge": 1
}